Entry from the Open Molecules 2025 dataset: a molecular structure, C2H3FLiOTb in a non-equilibrium geometry (ωB97M-V/def2-TZVPD).

* 2S+1: 8
* E_tot: -1083.79267 Eh
* lowest unoccupied orbital energy (spin up / spin down): -15.239 / -15.233 eV
* total charge: +3
* M: 227.9 g/mol
* Kohn-Sham gap (spin up / spin down): 5.1 / 9.7 eV

```
9
Properties=species:S:1:pos:R:3:mulliken_charge:R:1
O -0.34815 0.10211 0.12247 -0.96
C 0.96823 0.48721 0.36252 0.11
C 1.93062 0.24442 -0.71877 0.04
Li -0.54664 -0.11015 -1.73566 0.90
H 1.38173 0.19108 1.33792 0.47
F 1.41625 -0.23744 -1.91715 -0.15
H 2.81081 0.84305 -0.95988 0.42
Tb -1.95143 -0.25328 1.62366 1.84
H 1.31071 1.63245 0.21621 0.33
```